# 1
{
  "formula": "C13H23CdClLuN",
  "method": "ωB97M-V with the def2-TZVPD basis set",
  "species": ["H", "Lu", "C", "N", "H", "C", "H", "Cl", "H", "H", "H", "H", "H", "H", "C", "C", "C", "H", "H", "H", "H", "H", "C", "H", "H", "H", "H", "H", "C", "C", "H", "C", "H", "C", "C", "C", "H", "H", "C", "Cd"],
  "positions_angstrom": [[1.05876, 0.88730, -2.27852], [-0.33105, -1.07719, -0.69352], [0.12650, 3.89274, -0.38241], [1.18854, -2.20221, 0.52926], [0.98639, -3.93732, -0.67222], [0.01173, 3.91108, -3.89992], [-0.85065, 4.38463, -4.39104], [-1.97677, -2.10738, -2.11846], [-2.62026, 1.92090, -3.67699], [2.22575, -0.34167, -1.72436], [-3.31947, 2.00132, -1.99973], [-1.58971, 1.52778, 1.51623], [2.94961, -1.05635, 0.31847], [0.98273, -3.26430, 2.36310], [-1.69721, 0.59565, 3.47601], [-0.80144, -1.64277, 3.64798], [-0.46910, -1.60525, 2.28423], [-0.35465, -3.51152, 1.21318], [2.78888, -1.92845, 1.89106], [-0.42464, 4.28342, 0.50147], [0.74243, 4.67766, -3.60423], [-2.15113, 1.47802, 3.93330], [-0.83365, -0.49581, 1.51988], [2.46032, -3.91426, 0.38020], [-0.56268, -2.54525, 4.21764], [1.81801, -0.45741, 1.57050], [1.03075, -0.74916, -2.98368], [-2.33340, 0.56028, -2.51454], [0.31822, -2.74719, 1.64623], [-1.38764, 0.62559, 2.10126], [2.37950, -2.89644, -1.08721], [-1.42137, -0.53275, 4.24187], [0.47998, 3.17684, -4.57200], [1.79111, -3.30828, -0.25561], [1.19088, -0.18007, -2.04953], [-2.46490, 1.65215, -2.61321], [1.22701, 3.98272, -0.25560], [-1.68335, -0.55118, 5.30446], [2.25789, -1.35114, 1.11578], [-0.74191, 2.84528, -1.99934]],
  "forces_ev_per_angstrom": [[0.2, -0.3, 0.0], [-0.8, 2.1, -0.2], [0.2, 0.0, 0.8], [0.6, -1.2, 1.0], [0.3, 0.1, 0.2], [0.3, -0.2, -0.2], [0.1, 0.0, -0.1], [-0.6, -1.0, -0.3], [-0.1, -0.3, 0.4], [0.2, 0.1, -0.1], [0.2, -0.4, -0.3], [0.1, -0.3, 0.1], [-0.2, 0.0, 0.3], [-0.3, 0.1, -0.1], [0.1, 0.4, -0.5], [0.2, 0.0, -0.2], [-0.5, 0.3, 1.3], [0.2, 0.2, 0.0], [0.0, 0.1, -0.2], [0.4, -0.3, -0.1], [-0.1, -0.1, -0.1], [0.1, -0.2, 0.0], [0.8, -0.4, -1.6], [-0.2, 0.0, -0.1], [0.0, 0.3, 0.1], [0.1, -0.1, -0.2], [0.2, 0.1, -0.1], [-0.4, 0.4, -0.2], [0.2, 0.2, -0.4], [-0.6, 0.1, 1.4], [-0.2, 0.0, 0.2], [0.0, -0.4, -0.1], [0.0, 0.2, -0.2], [-0.1, 0.2, 0.2], [0.5, 0.0, -0.5], [-0.4, -0.3, -0.1], [-0.5, 0.1, 0.0], [0.1, 0.0, -0.3], [-0.2, -0.1, -0.2], [0.3, 0.7, 0.1]],
  "nbo_charge": [0.26, 1.75, -1.55, -0.54, 0.21, -1.36, 0.16, -0.65, 0.19, 0.19, 0.18, 0.25, 0.22, 0.19, -0.24, -0.24, -0.11, 0.21, 0.17, 0.12, 0.17, 0.19, -0.53, 0.18, 0.18, 0.25, 0.20, 0.17, -0.26, -0.20, 0.23, -0.26, 0.16, -0.45, -1.38, -1.31, 0.13, 0.19, -0.51, 1.41],
  "total_charge": -2,
  "de_lowest_kj_mol": 179.2,
  "energy_ha": -2427.117597,
  "molar_mass_g_mol": 516.17,
  "multiplicity": 1,
  "orbital_gap_ev": [1.9, 1.9]
}


# 2
{
  "formula": "C2H9N3P",
  "method": "ωB97M-V with the def2-TZVPD basis set",
  "species": ["H", "H", "N", "P", "H", "H", "N", "H", "C", "H", "C", "H", "N", "H", "H"],
  "positions_angstrom": [[-1.64835, -1.77770, -0.17951], [0.63798, -1.31445, 0.86017], [0.33510, -0.74116, 0.07214], [-2.10498, 0.52126, 0.55497], [1.49626, 2.24442, -0.69174], [0.08541, 1.60503, -1.20615], [2.44491, 0.16015, 0.16662], [-1.22366, -0.43775, -1.41927], [1.17762, 0.27751, -0.10330], [-2.77024, -0.55518, 1.45287], [-1.09709, -0.79546, -0.45187], [2.84678, 1.05741, 0.19809], [0.85077, 1.49610, -0.57920], [-3.26159, 0.52329, -0.36717], [2.76304, -0.63347, 0.75553]],
  "forces_ev_per_angstrom": [[1.7, 1.5, -1.1], [-0.6, -0.3, -0.7], [-0.8, 0.0, -0.6], [-1.9, -2.0, 0.5], [0.8, 0.1, 0.0], [-0.8, 0.0, 0.0], [1.0, -2.0, 1.7], [0.5, -0.2, -2.0], [-1.5, 0.8, -1.0], [0.9, 1.7, -1.1], [-0.7, -0.3, 4.3], [1.7, 0.5, 0.5], [-1.3, -0.8, -0.5], [1.0, 0.0, 0.7], [0.1, 1.2, -0.7]],
  "nbo_charge": [0.28, 0.43, -0.57, 0.23, 0.42, 0.42, -0.72, 0.23, 0.68, 0.02, -0.49, 0.41, -0.77, 0.02, 0.43],
  "total_charge": 1,
  "de_lowest_kj_mol": 15.0,
  "energy_ha": -586.952798,
  "molar_mass_g_mol": 106.09,
  "smiles": "NC(N)=[NH+]CP",
  "multiplicity": 1,
  "orbital_gap_ev": 10.2
}